No. 1
Molecular formula: C13H31BNO5
Method: DFT, ωB97M-V/def2-TZVPD

```
51
Properties=species:S:1:pos:R:3:forces:R:3:nbo_charge:R:1
C -0.8412 -2.7320 2.1002 -0.305 -0.406 -0.136 -0.247
O -1.5422 -3.5009 1.1215 0.058 0.352 0.123 -0.567
C -1.3861 -2.9381 -0.1865 -0.300 -0.466 0.233 -0.071
C -2.6608 -2.2553 -0.6590 0.093 0.211 -0.118 -0.414
C -2.9149 -0.8377 -0.1361 0.098 -0.523 -0.119 -0.399
C -1.8498 0.1502 -0.5860 -0.116 0.730 0.374 -0.415
C -1.8466 1.4715 0.2064 -0.801 -0.778 -0.117 -0.391
C -1.5178 1.3235 1.6857 0.475 0.508 -0.315 -0.408
C -0.0329 1.3222 1.9925 0.106 -0.065 0.852 0.092
C 0.7380 2.6235 1.6639 1.043 -1.054 0.707 -0.101
O 2.0775 2.1518 1.6703 -0.185 0.032 -0.263 -0.726
B 1.9004 0.9299 0.8467 0.106 0.332 -0.986 0.663
C 3.1948 -0.0025 0.5256 0.060 0.390 0.604 -0.718
C 4.2842 0.6029 -0.3755 -0.263 -0.467 -0.093 0.116
O 3.8276 1.6320 -1.2571 -0.082 -0.155 -0.508 -0.748
C 5.4916 1.1697 0.3333 -0.101 0.843 -0.139 -0.225
N 5.1614 2.1250 1.4068 0.647 -0.154 -0.132 -0.809
O 0.7020 0.2497 1.4463 -0.042 0.063 -0.163 -0.756
H -1.1326 -3.0707 3.0910 -0.117 -0.235 0.037 0.170
H -1.0893 -1.6825 2.0217 0.178 0.349 -0.075 0.188
H 0.2289 -2.8745 1.9819 0.260 0.213 0.006 0.175
H -1.1939 -3.7773 -0.8561 0.132 -0.100 -0.067 0.165
H -0.5151 -2.2881 -0.1948 0.094 0.189 -0.103 0.192
H -3.4772 -2.9247 -0.3908 -0.194 -0.043 0.074 0.198
H -2.6495 -2.2138 -1.7500 0.116 0.020 -0.169 0.195
H -3.8723 -0.5058 -0.5395 -0.189 0.070 0.066 0.192
H -3.0327 -0.8864 0.9439 0.100 0.114 0.201 0.192
H -0.8413 -0.2465 -0.5278 0.103 -0.197 -0.093 0.232
H -2.0983 0.4182 -1.6107 0.291 -0.177 -0.326 0.198
H -2.8562 1.8873 0.1268 -0.081 0.171 -0.093 0.173
H -1.1715 2.1573 -0.2931 0.178 0.171 0.098 0.215
H -1.9760 0.4465 2.1327 -0.154 -0.240 -0.066 0.189
H -1.9436 2.1790 2.2148 -0.035 0.122 0.160 0.189
H 0.0699 1.2215 3.0857 -0.197 0.127 0.146 0.139
H 0.5448 3.0373 0.6740 -0.469 0.265 0.013 0.162
H 0.6207 3.3282 2.4895 -0.213 0.361 -0.206 0.158
H 1.4824 1.3475 -0.2698 -0.009 -0.067 -0.396 -0.220
H 3.7033 -0.3125 1.4435 -0.051 -0.153 0.169 0.204
H 2.8218 -0.9072 0.0417 -0.111 -0.149 -0.023 0.195
H 4.6786 -0.2133 -0.9985 0.143 -0.017 -0.116 0.128
H 3.0312 1.2943 -1.7012 0.138 0.352 0.579 0.477
H 6.0657 1.6851 -0.4460 0.225 -0.194 -0.178 0.158
H 6.1168 0.3701 0.7179 -0.068 -0.210 0.263 0.174
H 4.8264 2.9734 0.9596 -0.424 -0.132 0.151 0.359
H 6.0498 2.3960 1.8230 -0.127 0.007 0.132 0.326
C -4.4516 -1.3176 -4.3333 0.191 0.179 -0.051 -0.247
O -3.5748 -0.3606 -3.7551 -0.111 -0.045 -0.083 -0.715
H -4.9894 -1.8014 -3.5218 0.017 0.008 0.040 0.186
H -5.1738 -0.8381 -5.0011 -0.055 -0.081 -0.007 0.155
H -3.8938 -2.0767 -4.8892 -0.078 -0.061 -0.006 0.159
H -3.0927 0.0702 -4.4679 0.026 -0.007 0.122 0.463
```
Positions in Å, forces in eV/Å.

Computed properties:
Net charge ... -1
Total energy ... -969.7711 Eh
Frontier orbital gap ... 6.373 eV
HOMO energy ... -3.83 eV



No. 2
Molecular formula: C13H31HgNO8
Method: DFT, ωB97M-V/def2-TZVPD

```
54
Properties=species:S:1:pos:R:3:forces:R:3:nbo_charge:R:1
Hg -0.1872 10.8936 -25.7615 0.020 -0.002 -0.088 0.090
C 3.5825 6.2553 -23.9655 -0.338 0.467 0.920 -0.643
C 2.6784 6.1247 -25.1691 0.012 1.474 -0.559 -0.076
O 2.2341 7.3283 -25.6200 -0.221 -0.289 0.349 -0.607
H 4.1852 7.1635 -23.9740 0.327 -0.211 -0.416 0.216
H 4.1444 5.3639 -23.6865 0.182 -0.101 -0.137 0.169
H 2.8614 6.4542 -23.1727 0.143 -0.058 0.469 0.199
H 1.8806 5.4538 -24.8504 -0.626 -0.574 -0.231 0.113
H 3.1649 5.6832 -26.0388 0.544 -0.789 -0.372 0.150
C 4.8149 15.0273 -26.8806 0.414 -1.555 1.060 -0.648
C 4.9692 13.5468 -26.4470 -2.783 -1.591 -0.358 -0.091
O 3.8277 12.7211 -26.4685 0.939 1.424 -0.273 -0.605
H 4.0732 15.5003 -26.2371 -0.099 0.271 -0.422 0.203
H 4.6105 14.9885 -27.9506 -0.236 0.591 0.168 0.201
H 5.8198 15.3789 -26.6467 0.020 0.816 -0.356 0.179
H 5.3870 13.3805 -25.4541 0.801 0.507 0.190 0.146
H 5.5953 13.1341 -27.2380 0.963 -0.426 -0.020 0.150
C 0.8501 12.7717 -19.5617 -0.290 0.409 0.632 -0.639
C 0.0293 12.4587 -20.7726 0.983 -2.051 -2.044 -0.096
O 0.6929 11.5577 -21.5866 -0.356 0.303 0.292 -0.655
H 1.4262 13.6579 -19.8280 0.278 0.029 0.648 0.196
H 1.4964 11.9385 -19.2857 0.103 0.000 -0.422 0.213
H 0.1939 12.9031 -18.7013 0.046 0.674 0.293 0.170
H -0.2136 13.3128 -21.4048 -0.104 0.915 0.142 0.145
H -0.9531 12.0448 -20.5455 -0.647 -0.272 0.521 0.140
C -3.4351 10.4959 -29.9885 0.731 -0.188 -0.878 -0.645
C -2.0223 9.9889 -30.3945 0.954 1.334 1.986 -0.069
O -0.9946 10.5551 -29.6427 -1.034 -0.432 -1.033 -0.703
H -3.4505 11.5615 -29.7596 0.357 -0.114 0.593 0.199
H -3.7289 9.8303 -29.1768 -0.612 0.544 0.087 0.202
H -4.0657 10.4501 -30.8764 -0.583 -0.612 0.029 0.163
H -1.8755 10.1140 -31.4673 0.183 0.256 -0.687 0.113
H -2.0299 8.9107 -30.2346 -0.042 -0.728 -0.115 0.122
C -1.8717 16.5308 -27.9158 -0.419 0.644 0.054 -0.482
N -2.2567 15.8592 -26.6986 0.879 -2.927 2.056 0.510
O -1.5132 14.9019 -26.4225 -1.531 1.415 0.120 -0.335
O -3.2329 16.2073 -26.0390 0.674 0.041 -0.777 -0.406
H -2.5340 16.1130 -28.6740 0.283 0.220 -0.238 0.237
H -0.8230 16.2549 -28.0264 -0.254 0.450 -0.496 0.258
H -2.1107 17.5695 -27.6876 0.350 0.134 -0.688 0.216
O -4.6186 10.1727 -24.7068 -3.326 -0.388 1.160 -0.560
C -5.6666 9.7376 -24.2096 2.593 -0.148 -1.108 0.785
O -6.9298 10.1493 -24.3961 0.455 -1.001 0.798 -0.520
C -7.2161 11.1629 -25.2753 -1.641 1.637 -0.468 -0.072
C -8.6161 11.6993 -24.8412 0.812 1.180 -1.310 -0.630
C -5.7288 8.4797 -23.3981 0.049 0.003 -0.125 -0.716
H -7.3118 10.7821 -26.2922 0.271 -0.108 -0.098 0.175
H -6.4226 11.9093 -25.2393 -0.169 0.201 -0.133 0.209
H -8.9548 12.4313 -25.5745 0.162 0.042 -0.542 0.203
H -8.5648 12.3585 -23.9747 -0.093 -0.817 0.603 0.213
H -9.4093 10.9529 -24.8853 0.314 -0.212 0.697 0.209
H -5.4732 7.7037 -24.1196 0.446 -0.203 0.284 0.242
H -6.7486 8.2564 -23.0846 0.187 0.225 0.332 0.214
H -5.0098 8.5608 -22.5828 -0.073 -0.411 -0.089 0.245
```
Positions in Å, forces in eV/Å.

Computed properties:
Net charge ... -2
Total energy ... -1323.4624 Eh
Frontier orbital gap ... 2.063 eV
HOMO energy ... -1.25 eV



No. 3
Molecular formula: C13H31IN4O7P
Method: DFT, ωB97M-V/def2-TZVPD

```
57
Properties=species:S:1:pos:R:3:forces:R:3:nbo_charge:R:1
C 4.1851 0.2015 1.7786 -0.248 0.314 -0.365 -0.642
C 2.7371 -0.2639 1.8407 0.447 0.271 0.084 -0.324
I 2.1001 -0.8077 -0.1274 -0.128 -0.196 0.080 0.133
C 1.7498 0.7222 2.4664 0.117 -0.092 -0.275 -0.254
N 1.2868 1.8071 1.6103 -0.574 -0.472 0.292 -0.169
C 0.0859 1.9335 1.0026 -0.123 -0.203 -0.089 0.608
N -0.9209 1.0432 1.0546 0.286 -0.357 0.190 -0.932
P -2.4560 1.2630 0.3354 -1.235 1.394 -0.169 2.479
O -2.9823 2.6067 0.5154 0.399 0.210 0.144 -1.067
O -2.3706 0.8615 -1.1725 0.294 -0.686 0.205 -0.967
O -3.3104 0.1672 1.0772 0.713 -0.165 -0.046 -0.996
N 0.0105 3.0720 0.3262 -0.088 0.477 -0.420 -0.432
C 1.1628 3.6680 0.5267 -0.403 -0.585 0.134 0.279
N 1.9643 2.9414 1.3016 0.866 0.804 -0.233 -0.144
C 3.2967 3.3545 1.7452 -0.384 0.548 0.144 -0.329
C 3.1623 4.7290 2.4325 -0.629 -0.023 0.721 0.406
O 2.4510 4.8312 3.3970 0.338 -0.026 -0.492 -0.455
H 4.8468 -0.6354 1.6050 0.114 -0.196 -0.019 0.254
H 4.3145 0.8872 0.9467 0.166 0.135 -0.106 0.209
H 4.4864 0.7155 2.6881 0.044 -0.128 0.286 0.208
H 2.7121 -1.1522 2.4589 -0.265 -0.269 -0.019 0.244
H 2.1364 1.1442 3.3905 0.126 0.072 0.134 0.241
H 0.8581 0.1666 2.7233 -0.233 0.026 0.182 0.235
H -0.7833 0.1821 1.5582 0.062 -0.085 -0.041 0.434
H -2.3051 -0.0911 -1.3457 0.179 0.030 -0.439 0.533
H -3.7680 0.6606 1.7851 -0.538 -0.651 0.255 0.547
H 1.4328 4.6274 0.1295 0.162 0.188 -0.052 0.239
H 3.9666 3.3913 0.8964 0.192 -0.187 -0.129 0.238
H 3.6626 2.6925 2.5151 0.102 -0.302 -0.019 0.259
H 3.7001 5.5960 2.0249 0.203 -0.073 -0.089 0.153
C 5.4800 -4.5113 -2.4827 -0.027 0.008 0.101 -0.635
C 4.8434 -3.1352 -2.4677 0.248 -0.026 0.034 -0.061
O 5.0798 -2.4541 -1.2332 -0.117 0.043 0.021 -0.736
H 5.0969 -5.1163 -1.6609 -0.044 -0.012 -0.021 0.214
H 5.2768 -5.0267 -3.4216 0.019 0.006 -0.011 0.221
H 6.5626 -4.4369 -2.3589 0.013 0.004 -0.078 0.203
H 3.7619 -3.2136 -2.5739 -0.025 0.057 0.051 0.172
H 5.2245 -2.5279 -3.2948 -0.079 -0.031 -0.060 0.160
H 6.0315 -2.3672 -1.1273 0.056 -0.033 -0.002 0.463
C -7.0906 -1.4544 1.9985 0.116 0.029 -0.041 -0.636
C -6.6860 -0.4846 3.0914 -0.100 -0.038 -0.169 -0.059
O -5.6532 0.4039 2.6516 0.193 0.152 -0.046 -0.753
H -6.2308 -2.0400 1.6717 -0.001 -0.035 0.041 0.211
H -7.8658 -2.1357 2.3493 -0.017 0.014 -0.003 0.223
H -7.4728 -0.9177 1.1273 -0.076 -0.003 0.029 0.202
H -6.2883 -1.0191 3.9516 0.064 0.064 0.028 0.181
H -7.5462 0.1036 3.4213 0.004 -0.041 0.072 0.168
H -5.9980 0.8992 1.9010 -0.117 0.054 0.032 0.470
C -3.0282 -1.7675 -5.4057 0.054 -0.065 0.093 -0.636
C -2.7946 -0.6681 -4.3886 0.150 -0.054 -0.206 -0.063
O -1.6867 -0.9688 -3.5305 -0.210 0.031 0.257 -0.750
H -3.2120 -2.7177 -4.9043 -0.050 0.009 0.010 0.215
H -3.8829 -1.5358 -6.0413 0.012 0.014 -0.015 0.224
H -2.1507 -1.8968 -6.0433 -0.028 0.054 -0.055 0.201
H -3.6638 -0.5519 -3.7433 0.036 0.024 0.068 0.177
H -2.6128 0.2873 -4.8891 -0.093 0.027 0.023 0.166
H -0.9064 -1.0616 -4.0832 0.061 -0.024 -0.001 0.469
```
Positions in Å, forces in eV/Å.

Computed properties:
Net charge ... +1
Total energy ... -1898.5283 Eh
Frontier orbital gap ... 9.479 eV
HOMO energy ... -12.44 eV
Relative energy (zero: lowest compared OMol25 entry of this formula, charge and spin) ... 0.0 kcal per mole



No. 4
Molecular formula: C13H32AlFIN4O5
Method: DFT, ωB97M-V/def2-TZVPD

```
57
Properties=species:S:1:pos:R:3:forces:R:3:nbo_charge:R:1
N 4.6510 -0.3294 -2.5134 -0.369 -0.039 -0.025 -0.850
C 4.9110 -1.5761 -3.2124 0.568 -0.313 -0.014 -0.244
C 4.1759 -2.7899 -2.6260 -0.557 0.659 1.119 0.097
O 4.3451 -3.9374 -3.4316 0.383 -0.252 -0.460 -0.729
C 2.7169 -2.5146 -2.2468 -0.481 0.073 -1.093 -0.998
Al 1.3636 -3.0036 -3.6960 0.490 -0.193 0.838 1.074
I 2.1027 -1.8352 -5.9283 -0.085 -0.029 -0.010 -0.535
C -0.4520 -2.2489 -3.0383 2.469 1.626 -1.656 0.312
O -1.2548 -2.9478 -2.5443 -2.500 -1.868 1.305 -0.600
N -0.8061 -0.8159 -3.1837 -0.379 -0.419 0.923 -0.756
C 0.0703 0.0224 -2.4604 -2.434 -4.118 -0.129 0.974
O 0.5237 0.9880 -2.8257 2.637 5.379 -1.689 -0.507
F 0.3017 -0.4143 -1.2247 0.131 -0.595 1.248 -0.350
H 4.6868 0.4731 -3.1208 0.125 0.049 0.082 0.364
H 5.2332 -0.2062 -1.6997 0.071 0.122 -0.080 0.351
H 5.9817 -1.8182 -3.1864 0.038 -0.133 -0.126 0.157
H 4.6610 -1.4852 -4.2644 -0.286 0.194 -0.123 0.203
H 4.6919 -3.0374 -1.6947 0.236 -0.176 0.013 0.147
H 3.9942 -3.7584 -4.3164 -0.050 0.052 0.132 0.471
H 2.4667 -3.0213 -1.3148 -0.132 -0.239 0.020 0.214
H 2.5582 -1.4548 -2.0555 0.283 0.169 0.109 0.233
H 1.2562 -4.5816 -3.9185 -0.213 0.109 -0.210 -0.389
H -1.7076 -0.7268 -2.6976 -0.054 -0.070 -0.283 0.367
C -0.5873 2.3838 3.3462 -0.154 0.172 0.108 -0.622
C 0.8873 2.6422 3.6292 -0.143 -0.244 -0.069 -0.080
C 1.7889 2.3003 2.4334 0.247 0.137 0.075 -0.072
O 1.9945 0.9176 2.2388 -0.157 0.128 -0.126 -0.549
C 0.9315 0.2573 1.5614 0.172 -0.304 0.263 -0.252
N 1.2792 1.9160 4.8421 0.179 0.050 -0.050 -0.829
H -0.8385 1.3250 3.3808 0.031 0.013 -0.049 0.220
H -1.2129 2.8829 4.0893 0.061 -0.004 0.030 0.210
H -0.8636 2.7684 2.3626 0.019 -0.033 -0.006 0.201
H 1.0034 3.7129 3.8279 0.088 -0.006 -0.033 0.180
H 2.7809 2.7235 2.6204 0.017 -0.073 0.028 0.176
H 1.4163 2.7670 1.5118 -0.100 -0.035 0.012 0.166
H 0.4632 0.9004 0.8152 -0.003 0.061 0.043 0.176
H 0.1846 -0.0953 2.2777 -0.123 0.057 -0.120 0.160
H 1.3448 -0.6134 1.0563 0.099 0.078 -0.031 0.205
H 2.2353 2.1658 5.0806 -0.050 0.051 0.054 0.347
H 1.3382 0.9299 4.5976 -0.091 0.014 0.026 0.358
C -5.3019 0.7927 -0.1315 -0.085 0.093 -0.148 -0.614
C -4.8404 1.5583 1.1046 0.017 -0.366 -0.069 -0.080
C -3.3305 1.4517 1.3708 0.001 0.190 0.109 -0.073
O -2.9127 0.2192 1.9251 0.023 0.049 -0.175 -0.557
C -2.7307 -0.8334 0.9886 -0.002 -0.103 0.222 -0.248
N -5.6306 1.1169 2.2594 0.132 0.122 0.108 -0.827
H -5.3590 -0.2810 0.0446 0.068 0.001 0.052 0.206
H -6.3001 1.1205 -0.4246 0.003 -0.009 0.055 0.215
H -4.6319 0.9665 -0.9761 0.010 -0.026 0.014 0.206
H -5.0598 2.6164 0.9304 0.072 0.027 0.070 0.184
H -3.0680 2.2081 2.1145 -0.024 -0.056 0.057 0.182
H -2.7487 1.6839 0.4685 -0.058 -0.077 -0.077 0.167
H -2.3512 -0.4656 0.0319 -0.032 0.015 -0.016 0.173
H -3.6606 -1.3849 0.8355 0.017 0.008 -0.162 0.166
H -1.9998 -1.5257 1.4054 0.031 0.059 0.006 0.195
H -5.3969 1.6981 3.0601 -0.084 0.037 -0.031 0.349
H -5.2939 0.1933 2.5216 -0.073 -0.015 -0.062 0.356
```
Positions in Å, forces in eV/Å.

Computed properties:
Net charge ... -1
Total energy ... -1749.8388 Eh
Frontier orbital gap ... 7.617 eV
HOMO energy ... -5.22 eV